{
  "formula": "C4H14NO3",
  "method": "ωB97M-V with the def2-TZVPD basis set",
  "species": ["O", "C", "C", "C", "C", "N", "H", "H", "H", "H", "H", "H", "H", "H", "H", "H", "H", "H", "O", "H", "H", "O"],
  "coordinates": [[-0.6584, 0.8860, -0.3918], [-1.2483, 0.3372, 0.6630], [-0.7167, 0.1890, 1.9445], [0.6937, -2.1491, -0.6028], [1.6315, -1.0731, -1.0942], [0.2380, 1.1989, 2.3966], [-2.2451, -0.1170, 0.5135], [-1.3219, -0.1932, 2.7026], [-0.2659, -1.7372, -0.1870], [1.0849, -2.7891, 0.2205], [2.1483, -0.5304, -0.2528], [1.1904, -0.3170, -1.7356], [2.3656, -1.6399, -1.6325], [1.1655, 0.8522, 2.7015], [-0.1252, 1.8567, 3.1074], [0.4429, -2.8402, -1.4222], [-0.1507, 2.4151, -0.1112], [0.0679, 4.0122, -0.0212], [-0.0467, 3.1858, 0.4704], [-1.3964, 0.1279, -1.9070], [-1.7205, -0.9477, -3.0418], [-1.1328, -0.7271, -2.3198]],
  "lowdin_charge": [0.03, -0.07, 0.17, -0.18, -0.16, 0.18, 0.17, 0.13, 0.04, 0.08, 0.08, 0.05, 0.07, 0.17, 0.15, 0.08, -0.02, 0.07, -0.07, 0.03, 0.06, -0.06],
  "e_above_lowest_ev": 7.199,
  "charge": 1,
  "homo_ev": -14.37,
  "e_tot_ev": -11994.612,
  "homo_lumo_gap_ev": 4.79
}